108
Properties=species:S:1:pos:R:3:forces:R:3:lowdin_spin:R:1 method="wB97M-V/def2-TZVPD" s_squared=8.777 multiplicity=6 energy_ev=-173213.0282 e_homo_ev="-4.11 / -5.01" fmax_ev_per_a=2.73 e_lumo_ev="2.26 / 1.72" relative_energy_ev=0.160 charge=-1
Fe 14.5718 11.3539 12.5357 0.0169 -0.4780 -0.6298 3.61
C 10.4622 10.2895 11.5270 -0.3245 -0.2009 -0.2785 0.00
C 11.7405 11.0467 11.4361 0.0372 0.0838 -1.5229 0.01
N 12.4324 11.3167 12.4677 -0.2876 -0.0486 1.5883 0.02
N 11.7770 11.0456 13.6969 0.3893 -0.1098 -0.5968 0.00
C 12.4897 10.3603 14.5206 -0.5438 -0.0091 0.2912 0.02
S 14.0905 9.7684 14.3688 -0.2345 -0.5351 0.1579 0.05
S 11.6005 10.1757 16.0774 0.1579 -0.0735 0.1434 0.01
C 11.3644 8.3771 16.0552 -0.1404 -0.2171 -0.1195 0.00
C 10.2399 7.9334 15.1485 0.0411 0.0146 0.3061 0.00
C 8.9311 7.8367 15.6295 0.2188 0.0577 -0.1819 0.00
C 7.9005 7.4403 14.7906 0.0881 -0.0642 0.0390 0.00
C 8.1617 7.1190 13.4616 0.1618 0.2093 -0.0079 0.00
C 9.4634 7.2256 12.9745 -0.2434 -0.1187 0.1706 0.00
C 10.4961 7.6241 13.8194 -0.0107 -0.0240 -0.2012 0.00
C 12.2260 11.4148 10.0710 -0.7824 -0.5580 0.6407 0.00
C 11.4658 11.0917 8.9414 0.0325 -0.1153 -0.0258 0.00
C 11.8724 11.4335 7.6660 -0.2209 -0.0723 0.0162 0.00
C 13.0719 12.1228 7.5047 0.1890 -0.0087 -0.2224 0.00
C 13.8475 12.4300 8.5950 -0.0235 0.2712 -0.6691 0.00
C 13.4300 12.1008 9.8892 0.2890 0.1999 -0.1605 0.01
O 14.1763 12.4745 10.8696 0.3004 -0.0104 0.0292 0.12
H 10.1830 10.0883 12.5515 -0.0353 0.0007 0.0197 0.00
H 9.6642 10.8265 11.0252 -0.2065 0.1126 -0.0384 0.00
H 10.5886 9.3439 10.9852 -0.0227 0.0693 0.1450 0.00
H 12.3022 7.8963 15.7851 0.1255 0.0947 -0.1298 0.00
H 11.1624 8.0886 17.0808 -0.1420 0.0264 0.2194 0.00
H 8.7303 8.0916 16.6648 -0.0260 -0.0203 -0.0363 0.00
H 6.8939 7.3748 15.1832 -0.0418 -0.0116 -0.0434 0.00
H 7.3472 6.8233 12.8063 0.1403 -0.0135 0.0581 0.00
H 9.6576 6.9885 11.9345 0.0868 0.0377 0.0567 0.00
H 11.5152 7.7225 13.4505 -0.1184 -0.0437 -0.0231 0.00
H 10.5403 10.5444 9.0634 -0.0033 0.0335 -0.0409 0.00
H 11.2629 11.1630 6.8135 0.0139 0.0348 -0.0138 0.00
H 13.4155 12.4100 6.5167 -0.0647 -0.0474 -0.0285 0.00
H 14.7891 12.9654 8.4889 -0.1321 -0.0969 0.0379 0.00
Te 13.9928 13.1690 14.4638 -0.4084 2.0315 1.7790 0.08
C 13.9149 14.2399 16.3465 0.0514 0.0438 -0.0410 0.02
C 14.4711 15.5146 16.4759 -0.1113 -0.0642 0.0671 0.01
C 14.3917 16.1678 17.7005 -0.0524 -0.2427 0.2236 0.00
N 13.8056 15.6539 18.7940 -0.0344 -0.3503 -0.3992 0.00
C 13.2655 14.4335 18.6565 0.1545 0.3840 -0.2098 0.00
C 13.2901 13.7030 17.4697 0.0898 0.0636 0.0659 0.00
C 16.0130 13.5612 14.0098 0.2753 -0.6960 0.5652 0.44
P 15.7357 13.6668 12.3072 0.3737 0.9074 -0.4929 0.22
C 15.1978 15.3698 12.0515 0.1100 0.4288 0.1099 0.04
C 14.4170 15.7578 10.9692 -0.1749 0.2671 0.1510 0.00
C 13.9884 17.0782 10.8577 0.1248 -0.0433 0.0259 0.00
C 14.3635 18.0217 11.8111 0.0104 -0.0490 -0.1059 0.00
C 15.1944 17.6494 12.8616 0.0279 -0.0918 0.0237 0.00
C 15.6141 16.3303 12.9776 -0.2266 0.3137 0.0488 0.02
C 17.2255 13.6310 11.2846 0.4337 0.2241 -0.1552 0.03
C 17.3711 12.6805 10.2854 0.1065 -0.1529 -0.3052 0.00
C 18.4999 12.6716 9.4698 -0.0453 0.4784 0.2555 0.00
C 19.4761 13.6439 9.6564 0.0811 -0.1096 0.0194 0.00
C 19.3338 14.6174 10.6402 0.0664 -0.0609 -0.0155 0.00
C 18.2089 14.6068 11.4449 -0.0575 0.0342 0.0422 0.01
P 17.5319 12.6670 14.4105 -0.0990 0.3794 0.3573 0.06
C 17.2006 11.3184 15.5982 0.1039 0.0667 0.1387 0.00
C 18.1532 10.2972 15.5755 -0.1013 -0.2436 0.0972 0.00
C 18.0938 9.2426 16.4769 -0.0605 0.1248 0.0119 0.00
C 17.0819 9.2103 17.4245 -0.1119 -0.2427 0.1222 0.00
C 16.1268 10.2172 17.4599 0.2951 0.0609 -0.2377 0.00
C 16.1887 11.2674 16.5544 0.0536 -0.1791 0.0911 0.00
C 18.2025 13.9207 15.5467 0.1767 0.5083 0.3647 0.03
C 19.3664 14.5977 15.1812 -0.2174 0.1392 0.2336 0.01
C 19.8091 15.6896 15.9277 -0.1087 -0.0592 -0.0061 0.00
C 19.0807 16.1068 17.0361 0.2298 0.0864 0.0181 0.01
C 17.9297 15.4256 17.4218 0.2748 0.0908 -0.1923 0.00
C 17.5077 14.3410 16.6774 -0.0266 0.0794 0.1664 0.01
H 14.9767 15.9984 15.6456 -0.0836 -0.1124 0.0834 0.00
H 14.8527 17.1485 17.8216 -0.1383 -0.1237 -0.0276 0.00
H 12.7864 14.0060 19.5353 0.0789 0.1159 -0.0496 0.00
H 12.8434 12.7158 17.4522 0.0032 -0.0406 -0.0619 0.00
H 14.1084 15.0253 10.2398 -0.0400 -0.1515 -0.0779 0.00
H 13.3581 17.3609 10.0194 0.0479 0.0161 0.1232 0.00
H 14.0145 19.0448 11.7328 0.0100 -0.0282 -0.0260 0.00
H 15.5163 18.3714 13.6090 -0.0951 -0.0264 -0.1572 0.00
H 16.2424 16.0492 13.8217 -0.0698 -0.0834 -0.2131 0.01
H 16.6022 11.9341 10.1519 -0.0931 -0.0352 -0.0314 0.00
H 18.6226 11.9222 8.7003 -0.0448 -0.0650 -0.0047 0.00
H 20.3714 13.6295 9.0518 0.0559 0.0192 -0.1276 0.00
H 20.0978 15.3797 10.7895 -0.1271 -0.1800 -0.0825 0.00
H 18.0816 15.3707 12.2020 0.0319 0.0158 0.0585 0.00
H 18.9537 10.3038 14.8474 -0.0191 0.1377 -0.0873 0.00
H 18.8364 8.4537 16.4314 -0.0442 0.0243 0.0290 0.00
H 17.0196 8.3788 18.1223 0.0133 0.1171 -0.0551 0.00
H 15.3266 10.1869 18.1776 -0.1981 -0.0393 0.1855 0.00
H 15.4211 12.0281 16.5970 0.0670 -0.0145 -0.0221 0.00
H 19.8932 14.2906 14.2877 0.0931 -0.0427 -0.0644 0.00
H 20.7069 16.2238 15.6285 -0.0966 -0.0509 0.0573 0.00
H 19.4153 16.9691 17.6037 -0.0160 -0.0426 -0.0200 0.00
H 17.3568 15.7621 18.2739 -0.0400 -0.0096 0.0955 0.00
H 16.5947 13.8360 16.9591 0.0073 -0.0401 0.0331 0.00
Cl 19.6363 6.3395 10.6842 -0.0143 -0.1032 -0.0490 0.00
C 18.6919 7.7207 11.1704 0.0631 -0.0719 -0.0151 0.00
C 19.3597 8.8897 11.5428 0.1465 -0.1973 -0.0487 0.00
C 18.6619 9.9774 11.9686 -0.3282 0.1305 0.0340 0.00
Cl 19.5659 11.3783 12.4045 0.4548 -0.0956 -0.2312 0.00
C 17.2199 9.9901 12.0584 1.0047 -0.2361 -0.2072 0.00
O 16.5917 10.9707 12.5340 -0.2225 0.4253 0.1990 0.04
C 16.6015 8.8211 11.5765 -0.4511 -0.7853 0.0859 0.00
C 15.1641 8.7402 11.4153 0.7474 -0.8944 -0.7742 0.01
O 14.4042 9.6769 11.3433 -0.8136 0.1104 -0.3731 0.03
C 17.3297 7.6854 11.1878 0.0947 0.0966 0.0505 0.00
H 20.4382 8.9481 11.5064 0.0254 -0.0888 -0.0276 0.00
H 14.7520 7.7308 11.2065 0.1935 0.0467 0.1060 0.00
H 16.7963 6.7999 10.8851 -0.0905 -0.1932 -0.0731 0.00